No. 1
{"formula": "C22H43N9O17S", "method": "ωB97M-V with the def2-TZVPD basis set", "charge": 0, "homo_lumo_gap_ev": 7.63, "relative_energy_kj_mol": 0.0, "symbols": ["C", "C", "C", "C", "C", "C", "C", "C", "C", "O", "O", "C", "C", "C", "O", "C", "C", "N", "S", "N", "C", "H", "H", "H", "H", "H", "H", "H", "H", "H", "H", "H", "H", "H", "H", "H", "H", "H", "H", "H", "H", "H", "H", "C", "N", "O", "O", "H", "H", "H", "C", "N", "O", "O", "H", "H", "H", "C", "N", "O", "O", "H", "H", "H", "C", "N", "O", "O", "H", "H", "H", "C", "N", "O", "O", "H", "H", "H", "C", "N", "O", "O", "H", "H", "H", "C", "N", "O", "O", "H", "H", "H"], "positions_angstrom": [[5.031, 1.312, 1.687], [5.419, 1.913, 0.244], [4.314, 2.862, -0.382], [4.085, 2.423, -1.895], [2.763, 1.534, -2.107], [2.384, 0.674, -0.841], [1.519, -0.589, -1.139], [0.416, -0.918, -0.219], [0.071, -0.054, 1.034], [1.264, 0.040, 1.827], [1.071, 0.895, 2.893], [-0.433, -2.169, -0.441], [-1.592, -2.607, 0.525], [-0.892, -3.172, 1.843], [-1.851, -3.414, 2.897], [-0.182, -3.037, -1.592], [0.909, -2.798, -2.596], [1.254, -3.522, -3.712], [2.588, -2.681, -4.336], [2.714, -1.455, -3.233], [1.723, -1.543, -2.273], [4.665, 0.247, 1.548], [4.195, 1.886, 2.165], [5.945, 1.231, 2.348], [6.426, 2.410, 0.355], [5.609, 1.008, -0.411], [4.754, 3.906, -0.415], [3.373, 2.942, 0.223], [5.001, 1.917, -2.324], [3.960, 3.373, -2.495], [1.939, 2.287, -2.304], [2.919, 0.948, -3.049], [1.810, 1.361, -0.148], [3.274, 0.333, -0.234], [-0.233, 0.986, 0.655], [-0.801, -0.437, 1.631], [0.521, 1.659, 2.611], [-2.289, -1.773, 0.801], [-2.169, -3.473, 0.093], [-0.191, -2.366, 2.217], [-0.238, -4.069, 1.620], [-1.314, -3.748, 3.639], [-0.830, -3.963, -1.712], [-4.912, -4.171, -2.149], [-3.924, -5.143, -1.609], [-4.342, -6.224, -1.244], [-2.762, -4.782, -1.571], [-5.899, -4.625, -2.123], [-4.877, -3.284, -1.520], [-4.620, -3.941, -3.172], [-0.307, -0.251, 5.503], [-1.303, -1.111, 6.196], [-2.315, -0.577, 6.608], [-1.031, -2.293, 6.299], [-0.678, 0.770, 5.483], [0.625, -0.312, 6.062], [-0.186, -0.636, 4.493], [-3.381, 2.157, -1.128], [-1.968, 2.083, -0.669], [-1.720, 2.477, 0.459], [-1.156, 1.632, -1.454], [-3.985, 2.575, -0.330], [-3.409, 2.794, -2.004], [-3.702, 1.144, -1.365], [-6.474, 5.434, -2.634], [-5.505, 4.440, -2.104], [-5.946, 3.353, -1.763], [-4.337, 4.787, -2.049], [-7.467, 4.993, -2.625], [-6.433, 6.308, -1.987], [-6.169, 5.680, -3.649], [4.264, 4.755, 4.154], [5.586, 4.619, 3.486], [5.587, 4.413, 2.287], [6.571, 4.723, 4.191], [3.482, 4.640, 3.409], [4.197, 3.974, 4.909], [4.226, 5.744, 4.605], [-2.665, -8.007, 0.907], [-1.669, -8.969, 1.448], [-2.079, -10.053, 1.818], [-0.510, -8.598, 1.482], [-3.649, -8.467, 0.937], [-2.636, -7.117, 1.533], [-2.378, -7.777, -0.117], [-0.108, 2.727, -4.497], [0.448, 3.836, -5.317], [0.312, 4.969, -4.894], [1.002, 3.527, -6.354], [-0.569, 3.146, -3.606], [-0.846, 2.208, -5.104], [0.717, 2.069, -4.230]]}



No. 2
{"formula": "C22H43NO8", "method": "ωB97M-V with the def2-TZVPD basis set", "charge": -2, "homo_lumo_gap_ev": 2.45, "relative_energy_kj_mol": 0.0, "symbols": ["O", "C", "O", "O", "H", "C", "C", "C", "C", "C", "C", "N", "O", "C", "C", "C", "H", "H", "H", "H", "H", "H", "H", "H", "H", "H", "H", "H", "H", "H", "H", "H", "H", "H", "C", "C", "O", "C", "H", "H", "H", "H", "H", "H", "C", "C", "O", "C", "H", "H", "H", "H", "H", "H", "C", "C", "O", "C", "H", "H", "H", "H", "H", "H", "C", "C", "O", "C", "H", "H", "H", "H", "H", "H"], "positions_angstrom": [[10.074, 21.312, -19.992], [9.194, 20.494, -20.725], [9.605, 19.336, -21.017], [8.093, 20.980, -20.981], [10.868, 20.763, -20.030], [8.588, 19.513, -16.873], [7.513, 18.926, -15.939], [7.837, 19.548, -14.552], [6.694, 19.412, -13.576], [5.435, 20.030, -14.156], [5.055, 19.360, -15.494], [6.199, 19.310, -16.365], [5.854, 18.772, -17.606], [3.997, 20.254, -16.128], [4.438, 17.982, -15.192], [7.730, 17.412, -15.825], [8.526, 20.604, -16.843], [8.469, 19.257, -17.925], [9.570, 19.255, -16.460], [8.122, 20.597, -14.677], [8.720, 19.035, -14.148], [6.909, 19.853, -12.590], [6.518, 18.355, -13.339], [5.651, 21.080, -14.377], [4.613, 19.926, -13.439], [3.167, 20.487, -15.441], [3.576, 19.776, -17.012], [4.422, 21.231, -16.371], [5.072, 17.404, -14.511], [4.379, 17.388, -16.106], [3.445, 18.073, -14.734], [7.373, 16.942, -16.750], [7.105, 16.953, -15.051], [8.778, 17.135, -15.682], [11.657, 22.964, -17.546], [11.020, 23.320, -16.230], [10.294, 22.574, -15.630], [11.360, 24.695, -15.665], [11.132, 23.555, -18.304], [11.636, 21.911, -17.803], [12.713, 23.253, -17.588], [12.329, 25.045, -16.012], [11.388, 24.604, -14.577], [10.541, 25.384, -15.873], [13.098, 25.115, -21.150], [11.978, 24.875, -22.130], [11.804, 25.648, -23.049], [11.115, 23.672, -21.922], [13.846, 24.325, -21.272], [12.782, 25.047, -20.106], [13.539, 26.097, -21.304], [11.682, 22.749, -22.071], [10.268, 23.708, -22.598], [10.784, 23.624, -20.883], [15.362, 20.709, -21.096], [14.646, 21.545, -20.061], [13.451, 21.516, -19.915], [15.525, 22.470, -19.235], [16.240, 20.281, -20.590], [15.674, 21.294, -21.957], [14.787, 19.819, -21.326], [14.905, 23.235, -18.782], [16.383, 22.801, -19.816], [15.929, 21.824, -18.445], [12.034, 16.545, -22.543], [13.079, 17.618, -22.408], [14.264, 17.371, -22.274], [12.562, 19.025, -22.401], [12.112, 16.013, -23.489], [11.041, 16.990, -22.444], [12.082, 15.843, -21.707], [11.630, 19.118, -22.954], [13.297, 19.742, -22.760], [12.332, 19.306, -21.368]]}



No. 3
{"formula": "C22H44AlIO8P", "method": "ωB97M-V with the def2-TZVPD basis set", "charge": -1, "homo_lumo_gap_ev": 7.36, "symbols": ["C", "C", "C", "C", "C", "C", "C", "C", "C", "C", "C", "C", "P", "O", "O", "O", "Al", "C", "O", "C", "O", "C", "C", "O", "C", "I", "C", "C", "C", "C", "O", "C", "O", "H", "H", "H", "H", "H", "H", "H", "H", "H", "H", "H", "H", "H", "H", "H", "H", "H", "H", "H", "H", "H", "H", "H", "H", "H", "H", "H", "H", "H", "H", "H", "H", "H", "H", "H", "H", "H", "H", "H", "H", "H", "H", "H", "H"], "positions_angstrom": [[7.052, 0.451, 2.947], [6.248, -0.871, 2.956], [6.313, -1.605, 1.582], [6.278, -0.635, 0.380], [5.571, -1.299, -0.841], [4.094, -0.833, -0.939], [3.063, -1.991, -1.056], [1.886, -1.619, -1.992], [0.705, -0.975, -1.214], [0.019, 0.168, -2.009], [-1.333, -0.258, -2.610], [-2.512, -0.297, -1.620], [-3.803, -1.340, -2.577], [-5.292, -0.614, -2.532], [-3.422, -1.334, -4.216], [-2.260, -1.109, -0.494], [-3.768, -0.861, 0.532], [-5.160, -2.348, 0.426], [-4.565, -3.644, 0.749], [-3.893, -4.218, -0.328], [-3.467, -0.774, 2.332], [-4.668, -0.300, 2.893], [-5.381, -1.358, 3.776], [-4.139, 0.767, -0.241], [-2.989, 1.066, -0.993], [-3.621, 2.286, -2.695], [-2.042, 1.697, 0.072], [-1.750, 3.204, -0.079], [-0.496, 3.544, 0.776], [-0.138, 5.019, 0.612], [0.754, 5.186, -0.520], [0.812, 6.469, -0.911], [0.332, 6.839, -1.891], [7.333, 0.757, 3.956], [7.962, 0.267, 2.371], [6.465, 1.249, 2.496], [5.204, -0.684, 3.218], [6.674, -1.522, 3.725], [7.255, -2.164, 1.586], [5.490, -2.324, 1.554], [5.747, 0.290, 0.606], [7.316, -0.369, 0.159], [5.669, -2.384, -0.792], [6.097, -0.917, -1.721], [3.796, -0.224, -0.081], [4.008, -0.210, -1.832], [2.701, -2.282, -0.065], [3.596, -2.865, -1.451], [2.273, -0.966, -2.779], [1.562, -2.557, -2.453], [1.042, -0.653, -0.223], [0.002, -1.790, -1.044], [-0.007, 1.106, -1.453], [0.683, 0.350, -2.864], [-1.541, 0.328, -3.504], [-1.199, -1.295, -2.949], [-5.983, -1.289, -2.555], [-4.000, -0.719, -4.698], [-5.972, -2.228, 1.152], [-5.645, -2.467, -0.558], [-4.403, -4.093, -1.292], [-2.875, -3.820, -0.458], [-3.777, -5.298, -0.162], [-5.377, -0.013, 2.089], [-4.510, 0.604, 3.500], [-5.571, -0.918, 4.763], [-6.370, -1.580, 3.366], [-4.815, -2.281, 3.891], [-2.522, 1.574, 1.041], [-1.080, 1.184, 0.152], [-2.571, 3.766, 0.377], [-1.514, 3.524, -1.094], [0.329, 3.002, 0.300], [-0.623, 3.272, 1.824], [0.396, 5.382, 1.501], [-1.026, 5.632, 0.426], [1.355, 7.213, -0.296]]}



Which formula does entry 1 have?
C22H43N9O17S